Record 1
{"formula": "C30H47N12P2SiSn", "method": "ωB97M-V/def2-TZVPD", "mol_weight_g_mol": 784.54, "total_charge": 1, "total_energy_ha": -3014.695408, "lumo_energy_ev": -2.58, "fmax_ha_per_bohr": 0.01256, "spin_multiplicity": 1, "relative_energy_ev": 2.053, "elements": ["Sn", "C", "P", "C", "C", "C", "P", "C", "C", "H", "H", "H", "H", "H", "H", "H", "H", "H", "H", "H", "H", "H", "H", "H", "H", "N", "C", "N", "N", "N", "N", "C", "N", "N", "N", "N", "H", "C", "Si", "C", "N", "C", "C", "C", "C", "C", "C", "C", "C", "C", "C", "C", "C", "C", "C", "C", "C", "C", "H", "H", "H", "H", "H", "H", "H", "H", "H", "H", "H", "H", "H", "H", "H", "H", "H", "H", "H", "H", "H", "H", "H", "H", "C", "N", "C", "C", "N", "H", "H", "H", "H", "H", "H"], "coordinates": [[0.0515, 0.2031, -0.5965], [-3.0678, -2.0181, 1.2046], [-1.2620, -1.8685, 0.9786], [-0.7938, -3.5902, 0.5849], [-0.7514, -1.7007, 2.7447], [0.7575, -1.8769, 3.0050], [1.6389, -0.3735, 3.5239], [0.7404, -0.1215, 5.1102], [3.2810, -0.5899, 4.2462], [-3.2916, -2.7715, 1.9617], [-3.5278, -2.3205, 0.2637], [-3.4802, -1.0561, 1.5029], [-1.1246, -4.2811, 1.3622], [0.2853, -3.6737, 0.4500], [-1.2687, -3.8678, -0.3577], [-1.2990, -2.4651, 3.2998], [-1.1281, -0.7320, 3.0831], [1.2693, -2.3481, 2.1707], [0.9097, -2.5136, 3.8812], [0.8308, -1.0383, 5.6949], [-0.3113, 0.1167, 4.9845], [1.2015, 0.6933, 5.6695], [3.1748, -1.0779, 5.2135], [3.7093, 0.4019, 4.4036], [3.9357, -1.1634, 3.5978], [3.1644, 1.8466, 1.5879], [3.2187, 0.5664, 1.0538], [3.7363, 0.2015, -0.0951], [3.4324, -1.1134, -0.1796], [2.7644, -1.4980, 0.8493], [2.6092, -0.4342, 1.6747], [1.9855, 2.1480, 2.2122], [1.3518, 3.2861, 2.1821], [0.2262, 3.0858, 2.9167], [0.1655, 1.9144, 3.3883], [1.2946, 1.2508, 2.9649], [3.5778, 2.5848, 1.0374], [0.1669, -1.2488, -2.2310], [-0.6298, -0.5343, -3.7480], [0.1248, 1.2053, -3.7644], [-0.0417, 1.8888, -2.4624], [1.0245, 2.8933, -2.2050], [0.6289, 4.2843, -2.6757], [-0.5268, 4.8035, -1.8086], [-1.4024, 3.6330, -1.3367], [-1.3956, 2.5025, -2.3550], [-2.4821, -0.4013, -3.4977], [-3.0929, -0.8315, -2.3184], [-4.4482, -0.6259, -2.0890], [-5.2208, 0.0083, -3.0499], [-4.6376, 0.4301, -4.2388], [-3.2837, 0.2267, -4.4572], [-0.2280, -1.3724, -5.3630], [-1.2040, -2.0259, -6.1194], [-0.8784, -2.6559, -7.3128], [0.4315, -2.6432, -7.7683], [1.4172, -2.0043, -7.0281], [1.0882, -1.3766, -5.8371], [1.2394, -1.3639, -2.4304], [-0.2261, -2.2341, -1.9754], [-0.2425, 1.8307, -4.5884], [1.1948, 1.0553, -3.9357], [1.9332, 2.5435, -2.6929], [1.2251, 2.9259, -1.1283], [0.3403, 4.2424, -3.7290], [1.4894, 4.9505, -2.6122], [-1.1236, 5.5220, -2.3725], [-0.1270, 5.3311, -0.9409], [-2.4344, 3.9537, -1.1817], [-1.0417, 3.2490, -0.3786], [-1.7037, 2.8855, -3.3362], [-2.1215, 1.7338, -2.0837], [-2.5003, -1.3421, -1.5651], [-4.9041, -0.9643, -1.1666], [-6.2777, 0.1670, -2.8789], [-5.2417, 0.9172, -4.9935], [-2.8401, 0.5675, -5.3873], [-2.2301, -2.0482, -5.7706], [-1.6470, -3.1569, -7.8872], [0.6857, -3.1324, -8.6995], [2.4409, -1.9986, -7.3792], [1.8736, -0.8910, -5.2663], [-5.0761, 3.1697, 1.2294], [-3.6371, 3.1623, 1.4746], [-3.0029, 4.4147, 1.8781], [-2.9240, 2.1046, 1.1777], [-2.2877, 1.1715, 0.9108], [-5.6026, 3.4472, 2.1428], [-5.4009, 2.1808, 0.9175], [-5.3222, 3.8895, 0.4463], [-3.4811, 4.7822, 2.7860], [-3.1129, 5.1640, 1.0913], [-1.9475, 4.2457, 2.0759]], "mulliken_charge": [0.315, -1.486, 0.592, -1.619, -0.946, -1.271, 1.145, -1.485, -1.350, 0.568, 0.412, 0.294, 0.462, 0.401, 0.475, 0.674, 0.464, 0.728, 0.536, 0.510, 0.440, 0.466, 0.445, 0.374, 0.393, -0.030, 0.094, -0.412, -0.458, -0.316, 0.232, 0.390, -0.610, -0.503, -0.199, 0.704, 0.392, -1.325, -0.540, -0.927, 0.529, -0.300, -1.048, -1.009, 0.295, -0.252, 0.212, 0.526, -0.370, -0.732, -0.908, 0.108, 0.815, -0.276, -0.687, -0.438, -0.743, -0.444, 0.830, 0.430, 0.278, 0.529, 0.528, -0.013, 0.296, 0.483, 0.366, 0.370, 0.552, -0.623, 0.442, -0.198, -0.298, 0.385, 0.429, 0.436, 0.519, 0.336, 0.403, 0.388, 0.405, 0.285, -0.980, 0.082, -0.790, -0.036, -0.016, 0.336, 0.326, 0.320, 0.348, 0.338, 0.208]}

***

Record 2
{"formula": "C6H10O", "method": "ωB97M-V/def2-TZVPD", "mol_weight_g_mol": 98.14, "total_energy_ha": -309.753647, "lumo_energy_ev": 1.13, "fmax_ha_per_bohr": 0.03601, "spin_multiplicity": 1, "relative_energy_ev": 2.414, "elements": ["C", "C", "O", "C", "C", "C", "C", "H", "H", "H", "H", "H", "H", "H", "H", "H", "H"], "coordinates": [[2.2581, 0.7796, -0.2588], [1.1005, -0.1089, 0.1124], [0.3271, 0.2431, 1.2613], [-0.5603, -0.8113, 0.8218], [-1.9742, -0.2331, 0.6445], [-1.4674, 0.3740, -0.6998], [-0.1690, -0.4992, -0.6358], [2.0161, 1.8289, -0.4593], [2.9837, 0.7435, 0.5602], [2.7291, 0.3530, -1.1502], [1.4862, -1.1742, 0.3904], [-0.0436, -1.7531, 1.1666], [-2.3143, 0.4895, 1.3959], [-2.7493, -0.9921, 0.5088], [-2.0878, 0.1053, -1.5609], [-1.3332, 1.4570, -0.6880], [-0.0642, -1.2501, -1.4205]], "mulliken_charge": [-1.332, 0.168, -0.483, 0.021, -0.714, -0.701, 0.003, 0.319, 0.329, 0.327, 0.154, 0.407, 0.293, 0.275, 0.293, 0.261, 0.381]}

***

Record 3
{"formula": "C3H7NO3", "method": "ωB97M-V/def2-TZVPD", "mol_weight_g_mol": 105.09, "total_energy_ha": -398.803234, "lumo_energy_ev": [-0.99, -0.99], "fmax_ha_per_bohr": 0.07091, "spin_multiplicity": 1, "relative_energy_ev": 6.379, "elements": ["C", "C", "C", "O", "O", "N", "O", "H", "H", "H", "H", "H", "H", "H"], "coordinates": [[1.6469, 0.9622, 0.0025], [-1.2339, 0.2903, -0.5033], [-1.5367, -0.7418, 0.5270], [0.5868, 1.3623, 0.6011], [2.5608, 0.1991, 0.6797], [0.6622, -0.1489, -1.1647], [0.9834, -1.2899, -1.1348], [2.1473, -0.5711, 1.0972], [2.1749, 1.6157, -0.7004], [-1.5577, 0.0456, -1.5079], [-1.5163, 1.3052, -0.2624], [-2.6176, -0.9359, 0.5258], [-1.0382, -1.6908, 0.3145], [-1.2619, -0.4020, 1.5257]], "mulliken_charge": [0.226, -0.265, -0.893, -0.549, -0.447, 0.104, -0.308, 0.320, 0.310, 0.307, 0.309, 0.333, 0.292, 0.262]}

***

Record 4
{"formula": "C3H8Cl2NOP", "method": "ωB97M-V/def2-TZVPD", "smiles": "OP(Cl)Cl.C/C=N\\C", "mol_weight_g_mol": 175.98, "total_energy_ha": -1510.857216, "lumo_energy_ev": 0.65, "fmax_ha_per_bohr": 0.05184, "spin_multiplicity": 1, "relative_energy_ev": 0.333, "elements": ["C", "C", "C", "N", "O", "P", "Cl", "Cl", "H", "H", "H", "H", "H", "H", "H", "H"], "coordinates": [[1.7593, 0.7385, -0.0523], [-0.3034, -1.2839, -1.1012], [0.2434, 0.5593, 0.2484], [-0.5942, -0.3322, -0.0643], [-3.4028, 0.3876, 1.2717], [-3.7020, 0.2834, -0.2882], [-4.5078, -1.6681, -0.3247], [-5.4998, 1.3318, -0.1968], [2.4575, 0.7768, 0.8571], [2.0563, -0.0912, -0.7770], [1.7065, 1.8357, -0.5242], [-0.1313, -0.7998, -1.9959], [0.5935, -1.9505, -1.0323], [-1.2293, -1.8158, -1.2353], [-2.5185, 0.2231, 1.6504], [-0.1961, 1.4937, 0.8140]], "mulliken_charge": [-0.823, -1.118, 0.096, -0.228, -0.424, 0.526, -0.249, -0.260, 0.296, 0.257, 0.223, 0.467, 0.348, 0.264, 0.379, 0.246]}

***

Record 5
{"formula": "C4H5NO2", "method": "ωB97M-V/def2-TZVPD", "smiles": "C[C@H]1C=NOC1=O", "mol_weight_g_mol": 99.09, "total_energy_ha": -360.594172, "lumo_energy_ev": 0.53, "fmax_ha_per_bohr": 0.04846, "spin_multiplicity": 1, "relative_energy_ev": 2.048, "elements": ["C", "C", "C", "C", "H", "H", "H", "H", "H", "N", "O", "O"], "coordinates": [[-1.7389, -0.9221, -0.3746], [-0.5113, -0.6218, 0.4919], [0.8263, -1.2626, 0.1916], [-0.1087, 0.8117, 0.1355], [-2.5766, -0.2944, 0.0381], [-1.7030, -0.6868, -1.5075], [-2.0876, -2.0159, -0.3345], [-0.6519, -0.8456, 1.5353], [1.0694, -2.2832, 0.1468], [1.7378, -0.4445, -0.2109], [1.2171, 0.8689, -0.2377], [-0.8445, 1.7818, 0.1042]], "mulliken_charge": [-1.124, 0.486, -0.429, 0.418, 0.295, 0.293, 0.328, 0.298, 0.448, -0.265, -0.203, -0.546]}

***

Record 6
{"formula": "C21H43CrO19", "method": "ωB97M-V/def2-TZVPD", "mol_weight_g_mol": 651.55, "total_charge": 1, "total_energy_ha": -3299.898602, "lumo_energy_ev": [-1.88, -1.88], "fmax_ha_per_bohr": 0.02958, "spin_multiplicity": 5, "elements": ["Cr", "C", "C", "C", "O", "H", "H", "H", "H", "H", "H", "H", "C", "O", "C", "O", "O", "C", "H", "H", "H", "H", "H", "H", "C", "O", "C", "O", "O", "C", "H", "H", "H", "H", "H", "H", "C", "O", "C", "O", "O", "C", "H", "H", "H", "H", "H", "H", "C", "O", "C", "O", "O", "C", "H", "H", "H", "H", "H", "H", "C", "O", "C", "O", "O", "C", "H", "H", "H", "H", "H", "H", "C", "O", "C", "O", "O", "C", "H", "H", "H", "H", "H", "H"], "coordinates": [[33.9699, 11.6831, 10.6558], [35.3878, 8.9064, 8.7207], [36.3187, 9.9578, 9.3333], [37.4594, 10.3197, 8.3787], [35.6794, 11.0711, 9.8181], [34.7625, 9.3975, 7.9692], [34.7407, 8.4944, 9.4953], [35.9632, 8.1103, 8.2474], [36.8426, 9.4095, 10.1548], [37.9650, 9.3978, 8.0705], [38.2087, 10.9115, 8.9015], [37.0830, 10.7890, 7.4651], [32.5994, 8.3600, 13.6089], [33.9761, 8.1247, 13.2994], [34.5843, 9.1000, 12.6565], [34.0134, 10.0507, 12.1956], [35.8864, 8.9328, 12.5513], [36.5107, 7.7480, 13.0462], [32.0660, 8.6350, 12.7036], [32.5039, 9.1071, 14.3923], [32.2263, 7.4048, 13.9701], [36.2289, 7.5454, 14.0762], [37.5787, 7.9309, 12.9899], [36.2643, 6.8844, 12.4307], [37.3914, 11.8486, 12.5871], [36.9580, 13.1606, 12.9326], [35.6608, 13.3781, 12.9585], [34.8089, 12.6322, 12.5361], [35.4381, 14.5058, 13.6075], [34.0927, 14.9670, 13.6463], [36.5829, 11.1283, 12.5635], [38.1333, 11.5434, 13.3278], [37.8980, 11.8368, 11.6263], [33.4413, 14.2568, 14.1518], [33.7170, 15.1510, 12.6370], [34.1191, 15.9235, 14.1585], [31.8569, 9.4961, 7.2418], [31.9642, 8.4690, 8.2275], [32.2467, 8.8530, 9.4661], [32.5796, 9.9590, 9.7959], [32.2062, 7.8535, 10.3242], [31.8859, 6.5172, 9.9027], [31.5651, 9.0307, 6.3060], [32.8127, 10.0015, 7.1261], [31.0669, 10.1993, 7.5099], [31.0631, 6.5351, 9.1936], [31.6725, 5.9329, 10.7858], [32.7558, 6.1242, 9.3727], [29.2308, 10.7371, 12.4208], [30.6196, 10.9701, 12.1264], [31.0550, 12.1820, 11.8780], [32.1881, 12.3913, 11.5300], [30.1323, 13.1106, 12.0621], [30.5194, 14.4490, 11.8042], [28.5935, 11.1776, 11.6572], [28.9581, 11.2018, 13.3680], [29.1280, 9.6621, 12.4795], [31.2638, 14.8230, 12.5087], [29.6518, 15.0923, 11.9036], [30.9445, 14.5095, 10.8047], [30.5001, 13.0506, 8.1023], [31.5585, 13.1634, 7.1720], [32.7693, 12.8173, 7.6054], [32.9821, 12.3890, 8.7127], [33.6400, 13.0046, 6.6405], [34.9468, 12.4192, 6.8493], [29.5728, 13.0520, 7.5362], [30.4892, 13.8924, 8.7974], [30.5452, 12.1215, 8.6759], [35.3302, 12.6940, 7.8278], [35.5685, 12.8039, 6.0521], [34.8487, 11.3384, 6.8289], [37.2733, 14.0446, 9.2910], [36.2738, 14.9510, 8.8449], [35.0883, 14.9115, 9.4122], [34.6625, 14.0604, 10.1559], [34.4190, 15.9932, 9.0296], [33.0270, 16.0059, 9.2594], [37.1011, 13.7293, 10.3108], [38.2291, 14.5743, 9.2857], [37.3668, 13.2033, 8.6125], [32.4701, 15.4928, 8.4682], [32.7125, 17.0421, 9.3053], [32.7854, 15.4828, 10.1858]], "mulliken_spin": [4.103, -0.007, -0.004, -0.008, -0.034, 0.001, 0.011, -0.003, 0.008, 0.000, -0.001, 0.001, 0.000, 0.000, -0.003, -0.003, 0.003, 0.000, 0.001, 0.000, 0.000, 0.000, 0.000, 0.000, -0.002, 0.002, 0.001, -0.007, 0.002, 0.001, 0.006, 0.000, 0.000, 0.000, -0.001, 0.000, 0.000, 0.001, 0.003, -0.006, -0.001, 0.000, 0.000, 0.000, 0.000, 0.000, 0.000, 0.000, 0.000, -0.001, 0.007, -0.040, 0.001, 0.002, 0.000, 0.000, 0.000, 0.000, 0.000, -0.001, -0.001, 0.000, 0.001, -0.044, 0.002, -0.005, 0.000, 0.000, 0.001, 0.007, 0.000, 0.000, 0.002, 0.002, -0.001, -0.001, 0.001, -0.002, 0.002, 0.000, -0.001, 0.000, 0.000, 0.001]}